164
Properties=species:S:1:pos:R:3 method="wB97M-V/def2-TZVPD" homo_ev=-5.16 total_charge=-1 max_force_ev_per_a=3.259 lumo_energy_ev=1.88 mol_weight_g_mol=855.26
C 1.1766 -0.5689 0.5239
C 0.5772 0.8185 0.0105
C 0.9103 0.9100 -1.4966
C 0.0694 -0.0100 -2.4235
C -1.4012 0.3294 -2.1440
C -1.8218 0.2231 -0.6776
N -0.8612 1.0054 0.1623
O -1.2959 0.8940 1.5033
C -1.9369 -1.3522 -0.2793
C -3.2587 0.7942 -0.6315
C 1.3703 1.9117 0.7223
H 2.2634 -0.4747 0.6010
H 1.0067 -1.4073 -0.1312
H 0.8167 -0.8574 1.5422
H 1.9504 0.6221 -1.6675
H 0.7345 2.0003 -1.8698
H 0.2354 -1.0580 -2.0909
H 0.2323 0.0504 -3.5004
H -2.1609 -0.3237 -2.6528
H -1.5495 1.3403 -2.5380
H -1.8767 -1.4716 0.8067
H -1.0942 -1.9379 -0.6705
H -2.9271 -1.6559 -0.5882
H -3.7836 0.3813 0.2601
H -3.7575 0.5557 -1.5864
H -3.2341 1.8220 -0.4773
H 1.2777 1.8302 1.8063
H 1.0480 2.9234 0.4785
H 2.4410 1.8189 0.4805
O -0.8838 -0.8652 3.7053
H -0.5468 -0.0258 4.1356
H -1.2801 -0.4672 2.9028
O 0.1822 1.8458 4.5073
H 0.1726 1.9685 3.5597
H -0.6428 2.3976 4.6715
O -1.6898 3.7091 4.2167
H -2.0715 3.5403 3.3193
H -2.2990 4.3274 4.6148
C -4.9199 3.5796 2.3349
C -3.9812 2.3650 2.3603
O -2.7207 2.6651 1.8916
H -4.6435 4.0341 1.3730
H -4.8508 4.3528 3.1002
H -5.9635 3.2993 2.2002
H -4.3873 1.5153 1.8235
H -3.8537 1.8869 3.4160
H -2.0443 1.7467 1.6591
C 5.6663 -4.8161 1.9386
C 6.8203 -4.2371 1.1817
O 6.8715 -4.6973 -0.1740
H 5.5310 -4.2865 2.8881
H 5.9117 -5.8682 2.1122
H 4.7420 -4.6503 1.3876
H 7.7672 -4.5574 1.6831
H 6.7280 -3.1254 1.2143
H 6.2902 -4.1230 -0.7030
C -8.3512 -0.8077 -1.0253
C -6.9594 -0.1837 -0.9929
O -6.0514 -1.1516 -1.3912
H -8.5157 -1.5980 -0.2471
H -8.4086 -1.1645 -2.0796
H -9.0476 0.0079 -0.8722
H -6.7456 0.0781 0.0746
H -6.9137 0.7726 -1.5786
H -5.2071 -0.7443 -1.6439
C 3.8813 -2.3841 -3.5593
C 4.4045 -2.1344 -2.1224
O 5.6346 -2.7609 -1.8169
H 3.7935 -3.4577 -3.8184
H 4.5984 -2.0904 -4.2918
H 2.8847 -1.9045 -3.6531
H 3.6351 -2.4394 -1.3970
H 4.4884 -1.0449 -2.0866
H 6.4016 -2.1694 -1.8562
C 9.7887 -0.8926 -0.9667
C 8.6016 0.0221 -1.0788
O 8.1516 -0.1742 -2.4783
H 10.1484 -0.7113 0.0548
H 10.4889 -0.5646 -1.7703
H 9.4789 -1.9216 -1.0417
H 8.7856 1.0653 -0.8361
H 7.8067 -0.2477 -0.3679
H 7.5350 0.5236 -2.6468
C -0.4084 5.5320 -0.8404
C -1.3858 5.2791 0.2036
O -2.2630 4.2194 -0.2684
H 0.1520 6.3931 -0.6531
H -0.9507 5.5894 -1.8036
H 0.2104 4.6096 -0.9695
H -2.0427 6.1859 0.2857
H -0.9717 5.1546 1.1890
H -2.5283 3.5280 0.4278
C -4.1253 2.7259 -4.6644
C -4.1366 3.1209 -3.1641
O -2.8548 3.6515 -2.8198
H -4.9813 2.0604 -4.7461
H -3.2093 2.1782 -4.9235
H -4.3350 3.5090 -5.3552
H -4.1296 2.1888 -2.5558
H -5.0229 3.7381 -2.8635
H -2.7543 3.9045 -1.9114
C -3.6637 -3.5095 2.1012
C -4.7958 -2.9269 2.8919
O -5.9680 -3.7764 2.6881
H -3.9199 -3.5798 1.0718
H -3.2976 -4.4627 2.5591
H -2.7849 -2.8130 2.1747
H -4.9626 -1.8952 2.5723
H -4.5623 -3.0313 3.9494
H -6.3735 -3.5384 1.8735
C 1.1557 -4.5200 -0.6689
C 0.9429 -4.4851 -2.1587
O 0.4367 -3.2845 -2.6352
H 1.7937 -5.3704 -0.3667
H 0.1661 -4.5006 -0.2104
H 1.5851 -3.6204 -0.2833
H 0.2300 -5.2820 -2.4162
H 1.8952 -4.6044 -2.6411
H -0.4332 -3.1890 -2.2561
C 4.3087 -0.6171 6.0127
C 3.0009 -1.3932 5.8564
O 3.2174 -2.4991 4.9531
H 4.5315 -0.1743 5.0706
H 5.0112 -1.3727 6.2834
H 4.2320 0.1792 6.7698
H 2.2759 -0.8054 5.3205
H 2.6585 -1.7253 6.8198
H 2.3675 -2.9090 4.6199
C 2.3779 7.2358 3.3727
C 1.8704 5.8430 3.3141
O 0.4215 6.0139 3.4775
H 2.0231 7.8394 2.5467
H 3.4249 7.3112 3.3527
H 1.9179 7.6832 4.2237
H 2.2208 5.2136 4.1296
H 2.1421 5.3854 2.3457
H 0.1055 5.1666 3.7685
C 0.0073 3.0140 -5.2153
C -0.7192 4.3086 -5.4226
O -0.4620 4.8751 -6.7652
H -0.2682 2.4222 -6.0004
H -0.4179 2.5767 -4.2953
H 1.0809 3.2364 -5.2254
H -0.4149 5.0658 -4.6970
H -1.8340 4.2159 -5.4760
H 0.3491 5.3965 -6.6858
C 0.9291 -5.2013 3.2587
C 0.3202 -3.8148 2.8856
O 0.7387 -2.9843 3.9806
H 0.2475 -6.0115 3.1734
H 1.1533 -5.0871 4.2947
H 1.8573 -5.5273 2.8054
H -0.7252 -3.8583 2.9186
H 0.7085 -3.5152 1.9026
H 0.2863 -2.1127 3.8729
C -3.1178 -4.0597 -4.1152
C -2.3122 -2.8781 -4.6169
O -1.0873 -3.1709 -5.2823
H -4.1110 -3.6965 -3.7666
H -2.6573 -4.5762 -3.2253
H -3.3285 -4.7820 -4.9423
H -2.0893 -2.2401 -3.7571
H -2.8836 -2.3458 -5.3634
H -0.4264 -3.3527 -4.5934